1.
# CH3NO2

The molecule CH3NO2 at a distorted geometry (wB97M-V/def2-TZVPD, the OMol25 dataset).

## Properties
E	-6665.80117	eV
SMILES string	C[N+](=O)[O-]
gap between HOMO and LUMO (spin up / spin down)	9.619 / 9.621	eV
HOMO level (spin up / spin down)	-10.37 / -10.37	eV
relative energy (zero: lowest compared OMol25 entry of this formula, charge and spin)	135.2	kcal per mole

Positions of all 7 atoms, in Å:
C -0.226 -0.358 -0.445
N 0.215 0.622 0.507
O -0.054 1.746 0.554
O 1.097 -0.099 1.538
H -0.512 -1.218 -0.001
H -1.062 -0.016 -1.077
H 0.540 -0.677 -1.076

2.
# CH3NO2P

The ion CH3NO2P with charge -1 at a distorted geometry (wB97M-V/def2-TZVPD, the OMol25 dataset).

## Properties
E	-15960.19395	eV
SMILES string	[H]/N=C/P([O-])O
gap between HOMO and LUMO	7.302	eV
HOMO level	-2.82	eV
charge	-1
relative energy (zero: lowest compared OMol25 entry of this formula, charge and spin)	16.3	kcal per mole

Positions of all 8 atoms, in Å:
C -0.722 0.517 -0.131
N -1.510 1.162 0.585
O 2.051 0.597 -1.233
O 1.253 -1.153 0.609
P 1.426 0.525 0.115
H -0.976 -0.522 -0.486
H -2.466 0.650 0.712
H 0.943 -1.776 -0.171

3.
# CH3NO2P

The ion CH3NO2P with charge -1 at a distorted geometry (wB97M-V/def2-TZVPD, the OMol25 dataset).

## Properties
E	-15960.76931	eV
SMILES string	O=C([O-])NP
gap between HOMO and LUMO	8.474	eV
HOMO level	-3.94	eV
charge	-1
relative energy (zero: lowest compared OMol25 entry of this formula, charge and spin)	3.1	kcal per mole

Positions of all 8 atoms, in Å:
C 0.852 0.065 -2.010
N 0.405 0.948 -0.597
O 1.570 0.735 -2.700
O 0.343 -1.017 -1.978
P -0.470 0.117 0.499
H 0.861 1.802 -0.328
H 0.188 -1.142 0.542
H -1.432 -0.442 -0.359

4.
# CH3NO2S

The molecule CH3NO2S at a distorted geometry (wB97M-V/def2-TZVPD, the OMol25 dataset).

## Properties
E	-17502.50229	eV
SMILES string	CS[N+](=O)[O-]
gap between HOMO and LUMO	10.275	eV
HOMO level	-10.44	eV
relative energy (zero: lowest compared OMol25 entry of this formula, charge and spin)	68.4	kcal per mole

Positions of all 8 atoms, in Å:
C 1.188 0.203 0.006
N -1.526 -0.171 0.001
O -1.063 -1.400 -0.102
O -2.680 0.125 0.077
S -0.373 1.112 -0.007
H 1.159 -0.567 -0.760
H 1.332 -0.238 0.988
H 1.962 0.935 -0.204

5.
# CH3NO2S

The molecule CH3NO2S at a distorted geometry (wB97M-V/def2-TZVPD, the OMol25 dataset).

## Properties
E	-17502.18607	eV
SMILES string	O=NCSO
gap between HOMO and LUMO	8.722	eV
HOMO level	-9.41	eV
relative energy (zero: lowest compared OMol25 entry of this formula, charge and spin)	75.7	kcal per mole

Positions of all 8 atoms, in Å:
C -0.106 -0.242 -0.673
N -0.020 -1.462 -0.008
O 0.572 -1.486 1.061
O -0.751 0.636 1.834
S 0.167 1.168 0.456
H 0.660 -0.192 -1.523
H -1.041 -0.226 -1.325
H -0.274 -0.013 2.361

6.
# CH3NO2S2

A cluster of 2 separate species, CH3NO2S2 in total at a distorted geometry (wB97M-V/def2-TZVPD, the OMol25 dataset).

## Properties
E	-28337.77997	eV
SMILES string	O=NO.S=CS
gap between HOMO and LUMO	8.520	eV
HOMO level	-9.20	eV
relative energy (zero: lowest compared OMol25 entry of this formula, charge and spin)	60.9	kcal per mole

Positions of all 9 atoms, in Å:
C 0.084 0.386 -1.382
N 0.378 -1.513 1.250
O 0.200 -2.665 1.444
O -0.546 -0.688 1.893
S -0.834 1.583 -0.526
S 1.441 0.652 -2.217
H -0.357 -0.602 -1.295
H -0.046 2.622 -0.824
H -0.321 0.225 1.656

Which of these has the lowest E?
CH3NO2S2

Which of these has the lowest relative energy (zero: lowest compared OMol25 entry of this formula, charge and spin)?
number 3

Which of these has the highest E?
CH3NO2

Which value of relative energy (zero: lowest compared OMol25 entry of this formula, charge and spin) does entry 5 give?
75.7 kcal per mole